12
Properties=species:S:1:pos:R:3 method="wB97M-V/def2-TZVPD" lumo_ev=-0.822 smiles="N#[PH2].C#CC=C" relative_energy_ev=5.784 homo_ha=-0.341 charge=0 energy_ha=-551.87784
C -0.61889 -1.14047 -0.08612
C -2.31033 0.56629 0.55456
C -1.80612 -0.42966 -0.17362
P 2.61657 0.61932 -0.15350
H 1.31244 1.44517 -0.11660
N 3.19334 -0.54091 0.55312
H 1.39029 -2.09515 -0.43919
H -2.02136 0.88373 1.54705
H -2.42121 -0.70354 -1.00106
C 0.46265 -1.66139 -0.21236
H 3.30034 1.84754 -0.76365
H -3.09773 1.20907 0.29137


12
Properties=species:S:1:pos:R:3 method="wB97M-V/def2-TZVPD" lumo_ev=0.770 smiles="[H]/N=C/N=C=NCO" relative_energy_ev=2.394 homo_ha=-0.349 charge=0 energy_ha=-356.76940
H -0.17104 2.06508 -1.42093
H -2.29322 -2.34780 0.92286
C 0.78817 1.85621 -0.93879
C -0.17414 -0.09476 0.06227
N -0.23830 -2.78413 0.66181
H -0.50015 -3.74818 0.85778
N 0.77079 0.52353 -0.36211
N -1.16088 -0.66749 0.52122
H 1.71302 2.54542 0.58866
O 0.93364 2.80097 0.07611
C -1.26531 -2.03771 0.71014
H 1.59741 1.88888 -1.67902


21
Properties=species:S:1:pos:R:3 method="wB97M-V/def2-TZVPD" lumo_ev=-3.462 relative_energy_ev=3.754 homo_ha=-0.493 charge=+1 energy_ha=-705.62802
H 0.67115 0.40614 1.76730
N -1.52470 -0.83131 -0.08474
H 0.39044 0.33778 -2.30029
H 0.95766 -1.61262 -1.20592
H -1.67416 -0.86169 0.94181
H -3.38471 0.78476 -0.20375
H -1.16882 2.56388 0.44358
H 1.07283 -2.57531 1.06399
C 0.15864 0.99161 0.95072
C 0.11693 0.12689 -0.29920
C -0.56634 2.06518 1.18879
S -2.68810 -0.12458 -0.96128
H -0.72598 2.60686 2.22086
C 1.24739 -0.98738 -0.49651
H 0.14942 1.75875 -1.54916
H 2.18687 -1.40366 1.50391
H 2.14825 -0.52384 -0.88886
H 2.52973 -2.45955 0.26845
N -0.14652 0.81219 -1.49468
H -1.46804 0.72803 -1.48085
C 1.71807 -1.80211 0.61583


20
Properties=species:S:1:pos:R:3 method="wB97M-V/def2-TZVPD" lumo_ev=3.871 relative_energy_ev=3.251 homo_ha=-0.130 charge=-1 energy_ha=-402.90997
H 2.54560 -0.58059 0.83731
H -1.81547 0.29952 -2.02444
O -1.16053 -0.78078 -1.62991
H 0.82948 1.77999 0.38126
C -0.55507 -0.70257 1.05895
H -2.87417 0.90230 -3.14322
C 1.20414 1.05022 1.02622
H 0.85151 -1.07632 -2.09842
C 0.05131 0.37967 1.93510
H -1.38112 -0.31628 0.51157
N 1.81382 -0.12165 0.25710
O -2.66768 1.08638 -2.28905
H -0.53842 1.19038 2.24440
H 1.96379 1.51057 1.63474
H 0.99472 -2.00907 0.02293
C 0.64502 -0.99442 0.02325
H -0.83541 -1.55066 1.59783
H 0.42000 0.59426 -1.64926
C 0.14285 -0.54658 -1.48412
H 0.36562 -0.11438 2.78775


14
Properties=species:S:1:pos:R:3 method="wB97M-V/def2-TZVPD" lumo_ev=1.057 smiles=CC(CF)CF relative_energy_ev=0.939 homo_ha=-0.429 charge=0 energy_ha=-356.91903
H 0.30675 1.27467 -1.39979
C -0.10365 0.10195 0.39093
H 1.99074 0.34516 0.93058
H -1.20488 1.58112 -0.60475
H -0.76037 -0.84592 -1.37559
H 1.25819 -1.16785 1.34941
C -0.14519 1.33953 -0.40285
H 0.24723 2.19508 0.17312
H -0.69825 -1.98189 0.02121
F 1.71305 -0.98303 -0.65523
F -2.28703 -0.75145 -0.02329
H -0.68126 0.26034 1.34509
C -0.89509 -0.94705 -0.30542
C 1.25977 -0.42065 0.55656


14
Properties=species:S:1:pos:R:3 method="wB97M-V/def2-TZVPD" lumo_ev="0.354 / -3.988" multiplicity=3 s2=2.01 relative_energy_ev=0.821 homo_ha="-0.150 / -0.385" charge=0 energy_ha=-497.97580
H -4.85822 -0.74385 0.35078
H -3.39822 -0.08938 1.12229
H 2.34266 1.88279 -0.99570
C 3.22471 1.10154 0.48623
N 2.78656 -0.53245 0.16129
C 2.42736 -1.67162 -0.06668
C -3.79672 -0.51904 0.20484
O 2.32212 1.89924 -0.02826
H -3.26313 -1.45023 -0.01167
O 2.09793 -2.75610 -0.29268
H 3.27508 1.12454 1.57272
O -3.59886 0.44146 -0.80424
F 4.42986 1.19176 -0.07520
H -3.99115 0.12134 -1.62371